[1]
{"formula": "C5H10O5Tm", "method": "ωB97M-V/def2-TZVPD", "species": ["C", "C", "O", "C", "O", "O", "O", "Tm", "H", "H", "H", "H", "H", "C", "C", "O", "H", "H", "H", "H", "H"], "coordinates": [[-2.6341, -0.8195, 1.4160], [-3.4400, -1.9351, 0.8201], [-3.7947, -1.5928, -0.5404], [-4.5353, -2.4352, -1.2117], [-4.9013, -3.5493, -0.7245], [-5.0046, -2.0701, -2.3337], [-2.0837, -1.2568, 2.6126], [-6.2301, -4.0921, -2.7495], [-3.2535, 0.0798, 1.5578], [-4.3623, -2.0760, 1.3979], [-2.8936, -2.8865, 0.8082], [-1.2444, -0.7835, 2.7902], [-1.5985, -0.1680, 0.7676], [-0.0778, 0.8125, 0.2110], [1.1378, 0.6722, 1.0632], [0.7360, 0.5177, 2.4218], [0.0570, 0.5705, -0.8455], [-0.6225, 1.7506, 0.3520], [1.7818, 1.5670, 0.9714], [1.7408, -0.1942, 0.7426], [1.5093, 0.5331, 2.9929]], "atomic_forces_ev_per_a": [[2.290, -0.213, 0.158], [-0.658, -0.825, -0.860], [0.986, 0.960, 0.856], [-2.301, -1.006, -0.768], [0.168, -0.399, -0.144], [0.255, -0.317, -0.318], [-0.224, 0.241, -1.716], [1.200, 1.243, 1.104], [0.077, 0.832, 0.055], [0.172, -0.057, 0.001], [0.037, 0.299, 0.200], [0.224, 0.663, 0.535], [-1.697, -1.098, 0.847], [0.979, 1.079, -0.506], [-0.128, -0.776, 0.091], [-0.540, -0.220, -0.063], [-0.186, -0.259, 0.265], [-0.424, -0.353, 0.271], [-0.241, -0.072, -0.226], [-0.094, 0.225, 0.094], [0.104, 0.053, 0.123]], "lowdin_charge": [-0.10, -0.09, 0.07, -0.77, -0.10, -0.10, 0.21, 1.75, 0.20, 0.16, 0.16, 0.14, 0.23, 0.04, -0.29, -0.07, 0.08, 0.09, 0.15, 0.13, 0.11], "charge": 2, "gap_ev": [7.2, 4.0], "multiplicity": 4, "fmax_ev_per_a": 2.63}

---

[2]
{"formula": "C12H23NO6", "method": "ωB97M-V/def2-TZVPD", "species": ["C", "C", "C", "C", "O", "C", "O", "C", "C", "O", "C", "O", "C", "O", "C", "N", "C", "C", "O", "H", "H", "H", "H", "H", "H", "H", "H", "H", "H", "H", "H", "H", "H", "H", "H", "H", "H", "H", "H", "H", "H", "H"], "coordinates": [[0.6352, 1.8878, 2.8625], [0.8696, 2.7942, 1.5331], [1.3110, 2.0857, 0.5400], [1.6841, 2.8862, -0.9167], [0.3180, 1.2349, -0.0538], [0.5736, -0.1170, -0.7645], [1.6630, -0.8394, -0.3211], [1.1610, -1.5011, 1.1030], [2.3189, -2.1812, 1.4945], [2.8749, -3.1840, 0.6165], [-0.0623, -2.4990, 0.8994], [0.1941, -3.5785, -0.1124], [-1.0801, -1.7238, -0.1040], [-2.2800, -2.4922, -0.3059], [-0.6891, -0.7421, -0.9774], [-1.7079, 0.2619, -1.5397], [-2.7577, -0.1703, -2.3100], [-3.5847, 1.1178, -2.7038], [-3.0282, -1.1794, -2.5765], [0.3211, 2.5154, 3.5870], [-0.1769, 1.0683, 2.5384], [1.6276, 1.2832, 3.3294], [0.0301, 3.4411, 1.2280], [1.6764, 3.6030, 1.8540], [2.3694, 1.2817, 0.5391], [2.4868, 3.5731, -0.6094], [1.8887, 2.4035, -1.7360], [0.7299, 3.2712, -1.0277], [0.9217, 0.4087, -1.6258], [0.9364, -0.9250, 1.8657], [2.0028, -2.9227, 2.4894], [3.2728, -1.6586, 1.6759], [2.0844, -3.7380, -0.0539], [-0.4117, -2.8380, 1.6986], [-0.6819, -3.8340, -0.3044], [-1.6047, -0.9994, 0.7976], [-2.6610, -1.9890, -1.0682], [-0.6478, -1.5122, -1.7031], [-1.3669, 1.1605, -1.4390], [-3.8600, 1.8331, -1.8323], [-2.8852, 1.8735, -3.2734], [-4.4656, 0.6402, -3.2931]], "atomic_forces_ev_per_a": [[1.256, -3.800, -3.340], [-0.335, 5.408, 9.329], [7.536, -8.491, -13.220], [0.188, 2.518, 8.050], [-2.340, -2.269, 1.863], [4.114, 4.510, -0.022], [-3.478, -0.675, 3.687], [-0.244, -3.344, -6.470], [3.510, -6.351, 2.611], [-3.390, -2.075, -3.365], [3.220, 4.575, -12.720], [2.631, 0.475, 2.271], [-5.437, 1.122, 13.807], [1.549, 0.291, -2.136], [-1.628, 0.662, -4.922], [1.539, -4.411, 1.813], [3.482, 18.452, 4.044], [0.080, 0.824, -0.722], [-3.983, -15.677, -3.906], [-1.415, 1.697, 2.574], [1.728, 1.844, 1.113], [-2.489, 1.806, -1.808], [-0.268, -0.582, 0.451], [-1.339, -1.580, -0.732], [-2.901, 2.520, 1.292], [-0.456, 0.357, -0.727], [1.547, -3.543, -3.945], [-1.626, 1.884, -0.598], [0.293, -0.707, -1.536], [-1.487, 4.152, 2.961], [0.745, 2.605, -1.899], [-1.020, 0.664, 0.582], [3.083, 2.834, 3.361], [-3.223, -2.726, 6.846], [-1.710, -0.927, -0.706], [1.317, -0.988, -1.148], [-0.385, -1.315, 0.390], [1.491, 0.034, -3.273], [0.051, 2.206, 0.144], [-0.042, -1.882, -1.116], [-1.488, -1.806, 0.285], [1.324, 1.709, 0.835]], "lowdin_charge": [-0.05, -0.26, -0.46, 0.02, -0.15, -0.28, 0.03, -0.14, -0.26, -0.16, -0.06, -0.04, -0.31, -0.01, -0.24, 0.18, -0.65, -0.01, 0.20, -0.01, 0.10, 0.14, 0.14, 0.17, 0.23, 0.08, 0.00, 0.04, 0.15, 0.08, 0.20, 0.14, 0.22, 0.07, 0.06, 0.20, 0.07, 0.17, 0.10, 0.09, 0.10, 0.10], "charge": 0, "gap_ev": 9.6, "fmax_ev_per_a": 19.21, "e_above_lowest_kcal_mol": 279.17, "smiles": "CC[C@H](C)O[C@H]1O[C@H](CO)[C@H](O)[C@H](O)[C@H]1NC(C)=O"}

---

[3]
{"formula": "C3H4O2", "method": "ωB97M-V/def2-TZVPD", "species": ["C", "C", "C", "O", "O", "H", "H", "H", "H"], "coordinates": [[-0.5235, -0.5188, 0.1920], [-1.0047, 0.6347, -0.2956], [0.6375, 0.2958, 0.5947], [0.0408, 1.4247, 0.0189], [1.9113, 0.0572, -0.2145], [-0.9414, -1.4526, 0.2442], [-1.9573, 1.0903, -0.7836], [1.0574, 0.4593, 1.5438], [1.9172, 0.5136, -1.0278]], "atomic_forces_ev_per_a": [[-0.968, 1.890, -0.507], [-2.829, -0.187, -0.855], [4.145, -0.903, -3.390], [0.151, 2.644, 0.091], [-1.218, -1.225, 3.299], [-0.362, -2.115, 0.345], [1.937, -1.056, 0.889], [-0.191, -0.015, 1.500], [-0.665, 0.968, -1.372]], "lowdin_charge": [0.02, -0.11, -0.30, -0.01, -0.03, 0.07, 0.16, 0.14, 0.05], "charge": 0, "gap_ev": 10.3, "fmax_ev_per_a": 5.43, "e_above_lowest_kcal_mol": 67.21}

---

[4]
{"formula": "C26H29N3O5S", "method": "ωB97M-V/def2-TZVPD", "species": ["C", "O", "C", "C", "C", "C", "N", "C", "C", "N", "C", "O", "C", "N", "C", "C", "C", "C", "C", "O", "C", "C", "S", "O", "O", "C", "C", "C", "C", "C", "C", "C", "C", "C", "C", "H", "H", "H", "H", "H", "H", "H", "H", "H", "H", "H", "H", "H", "H", "H", "H", "H", "H", "H", "H", "H", "H", "H", "H", "H", "H", "H", "H", "H"], "coordinates": [[-4.9657, -3.6600, -0.3417], [-4.0424, -3.0090, -1.1759], [-3.7457, -1.6968, -0.9113], [-4.2699, -0.9520, 0.1368], [-3.8946, 0.3689, 0.3079], [-2.9838, 0.9900, -0.5485], [-2.6977, 2.3374, -0.3678], [-1.9561, 3.0809, -1.3504], [-0.4488, 3.0365, -1.0656], [-0.2279, 3.2902, 0.3481], [0.9284, 3.0527, 0.9959], [1.1008, 3.3308, 2.1680], [2.0244, 2.3799, 0.1680], [1.6134, 1.0247, -0.1235], [1.5992, 0.0525, 0.8998], [2.4767, 0.0817, 1.9755], [2.4459, -0.9429, 2.9072], [1.5701, -1.9973, 2.7720], [0.6770, -2.0255, 1.6986], [-0.1452, -3.1040, 1.6414], [-1.1021, -3.1652, 0.6080], [0.6821, -0.9883, 0.7744], [1.9803, 0.4207, -1.6528], [0.9302, -0.4556, -2.0767], [2.2684, 1.5530, -2.4871], [3.4651, -0.5193, -1.3354], [4.6661, 0.1578, -1.2597], [5.8082, -0.5363, -0.8966], [5.7288, -1.8891, -0.6036], [4.5163, -2.5559, -0.6830], [3.3725, -1.8670, -1.0507], [-1.3607, 3.8162, 1.0797], [-2.5473, 2.8483, 0.9851], [-2.4497, 0.2237, -1.5900], [-2.8294, -1.0887, -1.7674], [-5.0533, -4.6732, -0.7313], [-4.6148, -3.7016, 0.6954], [-5.9483, -3.1770, -0.3716], [-4.9799, -1.3804, 0.8271], [-4.3383, 0.9300, 1.1156], [-2.3147, 4.1161, -1.3316], [-2.1588, 2.6831, -2.3439], [-0.0624, 2.0499, -1.3298], [0.0726, 3.7856, -1.6750], [2.1636, 2.8826, -0.7898], [2.9595, 2.4276, 0.7357], [3.1760, 0.8904, 2.1035], [3.1269, -0.9170, 3.7442], [1.5480, -2.8068, 3.4835], [-1.8127, -2.3374, 0.6770], [-0.6366, -3.1514, -0.3814], [-1.6252, -4.1099, 0.7465], [0.0043, -0.9728, -0.0620], [4.6904, 1.2093, -1.4992], [6.7561, -0.0233, -0.8383], [6.6186, -2.4270, -0.3129], [4.4602, -3.6092, -0.4553], [2.4141, -2.3538, -1.1281], [-1.0514, 3.9316, 2.1199], [-1.6275, 4.8021, 0.6854], [-3.4593, 3.3738, 1.3020], [-2.3769, 2.0100, 1.6677], [-1.7117, 0.6279, -2.2633], [-2.4054, -1.6722, -2.5686]], "atomic_forces_ev_per_a": [[-0.135, -0.094, 0.106], [0.261, 0.203, -0.146], [0.029, 0.125, -0.119], [-0.035, -0.368, -0.069], [0.197, 0.104, -0.056], [-0.296, -0.171, 0.022], [0.197, 0.134, -0.001], [0.220, 0.033, -0.016], [-0.012, 0.000, -0.484], [-0.462, -0.026, -0.037], [0.336, -0.060, -0.061], [0.254, 0.009, 0.257], [0.130, 0.410, 0.166], [0.238, -0.236, -1.087], [-0.167, -0.607, 0.751], [0.016, 0.271, -0.256], [-0.071, -0.087, -0.026], [-0.137, -0.083, -0.092], [0.171, 0.052, 0.097], [0.279, 0.049, 0.244], [-0.216, 0.038, -0.136], [-0.255, -0.230, 0.100], [0.251, 0.069, -0.021], [0.116, -0.261, 0.189], [0.282, 0.043, 0.175], [-0.555, 0.255, -0.167], [0.122, 0.165, -0.046], [-0.037, 0.054, 0.003], [0.009, -0.024, 0.012], [-0.016, 0.022, -0.004], [-0.090, -0.167, -0.068], [-0.163, 0.019, 0.256], [-0.121, 0.208, 0.194], [0.007, 0.065, 0.073], [-0.226, -0.258, 0.141], [-0.034, 0.050, 0.070], [-0.024, 0.017, -0.016], [0.040, -0.007, 0.022], [-0.064, -0.070, 0.041], [-0.055, 0.082, 0.059], [0.061, -0.080, -0.127], [0.028, 0.104, 0.018], [-0.175, 0.224, 0.003], [-0.043, -0.084, -0.055], [0.006, 0.082, 0.182], [-0.152, 0.043, -0.067], [0.060, 0.116, -0.002], [0.054, 0.000, 0.078], [-0.009, -0.101, 0.096], [0.042, -0.020, -0.012], [0.014, 0.010, -0.009], [-0.003, 0.065, -0.054], [-0.147, -0.035, -0.001], [0.102, 0.138, -0.016], [0.070, 0.050, -0.008], [0.076, -0.048, 0.020], [-0.018, -0.092, 0.016], [-0.088, -0.126, 0.028], [-0.116, 0.052, -0.161], [0.014, -0.036, 0.082], [0.092, -0.049, 0.140], [-0.012, 0.060, -0.031], [0.089, 0.085, -0.065], [0.071, -0.089, -0.125]], "lowdin_charge": [-0.10, -0.10, -0.31, -0.03, -0.02, -0.23, -0.10, -0.14, -0.11, -0.03, -0.43, 0.06, -0.09, -0.16, -0.26, -0.02, -0.06, 0.00, -0.26, -0.07, -0.07, 0.04, 0.69, -0.27, -0.28, -0.27, -0.05, -0.06, -0.07, -0.06, -0.05, -0.11, -0.13, -0.02, -0.01, 0.09, 0.09, 0.10, 0.10, 0.11, 0.12, 0.12, 0.09, 0.14, 0.11, 0.12, 0.11, 0.11, 0.12, 0.09, 0.10, 0.10, 0.09, 0.12, 0.11, 0.11, 0.11, 0.11, 0.12, 0.13, 0.12, 0.13, 0.10, 0.12], "charge": 0, "gap_ev": 8.0, "fmax_ev_per_a": 1.14, "e_above_lowest_kcal_mol": 54.81, "smiles": "COc1ccc(N2CCN(C(=O)CN(c3cccc(OC)c3)S(=O)(=O)c3ccccc3)CC2)cc1"}